[1]
# C5H10O

An isolated molecule of C5H10O (ωB97M-V/def2-TZVPD, the Open Molecules 2025 dataset).

Element x y z (Å)
1 C -1.217 1.354 -1.455
2 C -0.492 -0.572 0.244
3 C -0.396 -1.403 1.480
4 C 0.452 0.252 -0.223
5 O 0.152 1.258 -1.100
6 C 1.926 0.129 0.085
7 H -1.481 0.536 -2.137
8 H -1.355 2.317 -1.944
9 H -1.895 1.296 -0.590
10 H -1.451 -0.593 -0.253
11 H 0.457 -1.109 2.098
12 H -0.353 -2.478 1.281
13 H -1.299 -1.215 2.077
14 H 2.292 0.800 0.869
15 H 2.145 -0.900 0.388
16 H 2.514 0.328 -0.818

Computed properties:
HOMO level	-8.244	eV
SMILES string	C/C=C(\C)OC
total charge	0
energy relative to the best compared isomer or geometry (same formula, charge and spin)	119.6	kJ/mol
frontier orbital gap	0.3421	Eh

---

[2]
# C5H10O

An isolated molecule of C5H10O (ωB97M-V/def2-TZVPD, the Open Molecules 2025 dataset).

Element x y z (Å)
1 C 1.586 0.240 0.489
2 C 0.239 0.432 -0.243
3 C -0.294 1.835 0.103
4 C -0.713 -0.696 0.204
5 O -1.012 -0.734 1.379
6 C -1.122 -1.896 -0.676
7 H 1.942 -0.794 0.452
8 H 1.515 0.522 1.547
9 H 2.349 0.877 0.028
10 H 0.418 0.351 -1.321
11 H -0.544 1.902 1.168
12 H -1.182 2.110 -0.474
13 H 0.477 2.593 -0.096
14 H -2.202 -2.106 -0.664
15 H -0.795 -1.876 -1.720
16 H -0.663 -2.759 -0.177

Computed properties:
HOMO level	-9.515	eV
SMILES string	CC(=O)C(C)C
total charge	0
energy relative to the best compared isomer or geometry (same formula, charge and spin)	22.8	kJ/mol
frontier orbital gap	0.3867	Eh

---

[3]
# C5H10O

An isolated molecule of C5H10O (ωB97M-V/def2-TZVPD, the Open Molecules 2025 dataset).

Element x y z (Å)
1 C -1.502 0.783 -0.186
2 C -0.626 -0.161 0.613
3 C -0.346 -1.575 0.093
4 O 1.041 -1.467 0.443
5 C 0.914 -0.036 0.599
6 C 1.546 0.708 -0.573
7 H -1.482 1.794 0.238
8 H -2.542 0.441 -0.172
9 H -1.184 0.849 -1.232
10 H -0.974 -0.209 1.650
11 H -0.486 -1.677 -0.995
12 H -0.842 -2.412 0.596
13 H 1.353 0.290 1.550
14 H 2.603 0.916 -0.384
15 H 1.045 1.663 -0.766
16 H 1.483 0.093 -1.476

Computed properties:
HOMO level	-9.544	eV
SMILES string	C[C@@H]1OC[C@@H]1C
total charge	0
energy relative to the best compared isomer or geometry (same formula, charge and spin)	110.4	kJ/mol
frontier orbital gap	0.3911	Eh

---

[4]
# C5H10O

An isolated molecule of C5H10O (ωB97M-V/def2-TZVPD, the Open Molecules 2025 dataset).

Element x y z (Å)
1 C 2.084 -0.728 -0.015
2 C 0.022 0.346 0.015
3 C -0.653 1.697 -0.005
4 C -0.620 -0.829 0.007
5 C -2.129 -0.873 -0.007
6 H 1.804 -1.433 0.812
7 H 3.131 -0.428 0.158
8 H 1.971 -1.263 -0.993
9 H 0.169 2.422 -0.380
10 H -1.058 1.987 1.041
11 H -1.486 1.653 -0.776
12 H -0.066 -1.769 -0.038
13 H -2.579 -0.172 -0.781
14 H -2.590 -0.595 1.009
15 H -2.450 -1.917 -0.195
16 O 1.365 0.479 0.021

Computed properties:
HOMO level	-8.353	eV
SMILES string	C/C=C(\C)OC
total charge	0
energy relative to the best compared isomer or geometry (same formula, charge and spin)	134.8	kJ/mol
frontier orbital gap	0.3452	Eh

---

[5]
# C5H10O

An isolated molecule of C5H10O (ωB97M-V/def2-TZVPD, the Open Molecules 2025 dataset).

Element x y z (Å)
1 C -1.300 1.058 -0.006
2 C -0.527 -0.276 0.124
3 C 0.580 -0.209 1.157
4 C 1.607 -0.088 0.008
5 C 0.542 -0.410 -1.000
6 H -0.540 1.838 -0.049
7 H -1.813 0.937 -0.973
8 H -2.071 1.203 0.736
9 H -1.862 -1.370 -0.662
10 H 0.569 0.636 1.907
11 H 0.598 -1.129 1.761
12 H 2.458 -0.683 -0.009
13 H 1.865 0.940 -0.119
14 H 0.614 -1.490 -1.323
15 H 0.600 0.437 -1.770
16 O -1.320 -1.396 0.219

Computed properties:
HOMO level	-9.674	eV
SMILES string	CC1(O)CCC1
total charge	0
energy relative to the best compared isomer or geometry (same formula, charge and spin)	146.4	kJ/mol
frontier orbital gap	0.3917	Eh

---

[6]
# C5H10O

A 2-piece molecular cluster, C5H10O overall (ωB97M-V/def2-TZVPD, the Open Molecules 2025 dataset).

Element x y z (Å)
1 C 0.004 2.129 1.142
2 C 0.125 0.832 1.466
3 C 0.416 -0.347 0.637
4 C -0.376 -1.417 0.600
5 C -0.199 -2.615 -0.270
6 H 0.138 2.876 1.914
7 H -0.068 2.475 0.121
8 H -0.199 0.658 2.498
9 H 1.422 -0.314 0.204
10 H -1.234 -1.419 1.274
11 H 0.551 -3.392 -0.109
12 H 0.043 -2.118 -1.223
13 H -1.108 -3.233 -0.221
14 H -0.367 1.826 -3.205
15 H 0.398 1.851 -1.966
16 O 0.453 2.207 -2.860

Computed properties:
HOMO level	-8.970	eV
SMILES string	C=C/C=C/C.O
total charge	0
energy relative to the best compared isomer or geometry (same formula, charge and spin)	223.2	kJ/mol
frontier orbital gap	0.3569	Eh

---

[7]
# C5H10O

C5H10O as an isolated structure (ωB97M-V/def2-TZVPD, the Open Molecules 2025 dataset).

Element x y z (Å)
1 C -0.149 -0.254 -1.402
2 C -0.114 -0.490 -0.030
3 C -1.387 -0.788 0.730
4 C 1.187 -0.466 0.715
5 C 0.836 0.980 0.745
6 O 1.292 1.828 -0.082
7 H -1.093 -0.398 -1.927
8 H -0.029 1.224 -1.655
9 H 0.741 -0.440 -2.001
10 H -1.345 -0.426 1.764
11 H -1.555 -1.871 0.775
12 H -2.258 -0.331 0.247
13 H 1.170 -0.983 1.674
14 H 2.075 -0.686 0.123
15 H 0.128 1.309 1.518
16 H 0.501 1.793 -1.195

Computed properties:
HOMO level	-8.576	eV
total charge	0
energy relative to the best compared isomer or geometry (same formula, charge and spin)	362.7	kJ/mol
frontier orbital gap	0.3441	Eh

---

[8]
# C5H10O

C5H10O as an isolated structure (ωB97M-V/def2-TZVPD, the Open Molecules 2025 dataset).

Element x y z (Å)
1 C -0.834 0.521 1.940
2 C 0.353 -0.088 1.199
3 C -0.073 -0.653 -0.137
4 C -0.432 0.319 -1.272
5 C 0.546 -0.534 -2.086
6 O 1.019 -1.194 -0.903
7 H -1.284 1.336 1.360
8 H -1.614 -0.230 2.115
9 H -0.539 0.928 2.912
10 H 1.134 0.664 1.028
11 H 0.809 -0.892 1.790
12 H -0.850 -1.421 0.011
13 H -0.063 1.334 -1.087
14 H -1.473 0.359 -1.600
15 H 1.347 -0.010 -2.617
16 H 0.060 -1.243 -2.771

Computed properties:
HOMO level	-9.549	eV
total charge	0
energy relative to the best compared isomer or geometry (same formula, charge and spin)	107.6	kJ/mol
frontier orbital gap	0.3946	Eh

---

[9]
# C5H10O

An isolated molecule of C5H10O (ωB97M-V/def2-TZVPD, the Open Molecules 2025 dataset).

Element x y z (Å)
1 C -2.030 0.484 -0.025
2 C -0.894 -0.500 -0.297
3 C 0.389 -0.410 0.583
4 C 1.583 -1.000 -0.075
5 C 1.633 0.476 0.153
6 O 1.088 1.479 -0.672
7 H -1.748 1.497 -0.326
8 H -2.298 0.491 1.037
9 H -2.939 0.222 -0.586
10 H -1.281 -1.520 -0.116
11 H -0.656 -0.487 -1.369
12 H 0.170 -0.530 1.638
13 H 2.208 -1.542 0.634
14 H 1.547 -1.411 -1.072
15 H 2.645 0.804 0.479
16 H 0.583 1.946 0.015

Computed properties:
HOMO level	-9.220	eV
SMILES string	CC[C@H]1C[C@H]1O
total charge	0
energy relative to the best compared isomer or geometry (same formula, charge and spin)	242.3	kJ/mol
frontier orbital gap	0.3775	Eh

---

[10]
# C5H10O

An isolated molecule of C5H10O (ωB97M-V/def2-TZVPD, the Open Molecules 2025 dataset).

Element x y z (Å)
1 O -0.931 -1.522 1.182
2 C 1.330 -0.081 -0.323
3 C 2.147 0.945 -0.535
4 C -1.244 -0.147 1.108
5 C -1.175 0.292 -0.353
6 C 0.042 -0.311 -1.077
7 H -0.759 -1.712 2.108
8 H 1.571 -0.804 0.458
9 H 3.049 1.067 0.060
10 H 1.952 1.671 -1.325
11 H -0.525 0.435 1.706
12 H -2.247 0.044 1.522
13 H -2.092 -0.003 -0.878
14 H -1.109 1.388 -0.379
15 H -0.118 -1.387 -1.193
16 H 0.109 0.125 -2.082

Computed properties:
HOMO level	-9.546	eV
SMILES string	C=CCCCO
total charge	0
energy relative to the best compared isomer or geometry (same formula, charge and spin)	101.0	kJ/mol
frontier orbital gap	0.3853	Eh

---

[11]
# C5H10O

A 2-piece molecular cluster, C5H10O overall (ωB97M-V/def2-TZVPD, the Open Molecules 2025 dataset).

Element x y z (Å)
1 C -0.683 1.621 -1.836
2 C -0.334 -0.334 0.617
3 C -1.236 -1.203 -0.216
4 C 0.923 -0.679 0.806
5 C 2.196 -0.787 1.449
6 O 1.727 -1.703 0.415
7 H -0.440 2.617 -2.211
8 H -1.562 1.679 -1.188
9 H -0.890 0.948 -2.673
10 H -0.721 0.553 1.110
11 H -2.149 -0.683 -0.516
12 H -1.524 -2.086 0.369
13 H -0.730 -1.560 -1.119
14 H 0.154 1.228 -1.257
15 H 3.054 -0.177 1.176
16 H 2.209 -1.230 2.444

Computed properties:
HOMO level	-8.819	eV
SMILES string	C/C=C1/CO1.C
total charge	0
energy relative to the best compared isomer or geometry (same formula, charge and spin)	244.5	kJ/mol
frontier orbital gap	0.3615	Eh

---

[12]
# C5H10O

An isolated molecule of C5H10O (ωB97M-V/def2-TZVPD, the Open Molecules 2025 dataset).

Element x y z (Å)
1 C -0.498 0.656 2.197
2 C 0.609 0.180 1.229
3 C 0.037 0.487 -0.115
4 C 0.425 -1.036 -2.229
5 C -0.397 -0.233 -1.295
6 O -1.117 -0.622 -0.186
7 H -1.436 0.153 1.946
8 H -0.241 0.435 3.234
9 H -0.676 1.737 2.109
10 H 1.545 0.704 1.446
11 H 0.731 -0.899 1.317
12 H -0.021 1.579 -0.282
13 H 1.152 -1.671 -1.729
14 H -0.217 -1.617 -2.892
15 H 0.950 -0.279 -2.823
16 H -1.058 0.458 -1.829

Computed properties:
HOMO level	-9.499	eV
SMILES string	CC[C@@H]1O[C@@H]1C
total charge	0
energy relative to the best compared isomer or geometry (same formula, charge and spin)	261.9	kJ/mol
frontier orbital gap	0.3880	Eh

---

Energy? In order: -7393.526, -7394.529, -7393.621, -7393.368, -7393.248, -7392.452, -7391.007, -7393.650, -7392.254, -7393.718, -7392.232, -7392.051 eV.